A cluster of 15 separate species, C39H85N9O5 in total at a distorted geometry, computed with ωB97M-V with the def2-TZVPD basis set.

Positions of all 138 atoms, in Å:
C  4.545  10.815  12.192
C  5.596  9.831  12.728
N  5.574  8.516  11.946
C  6.118  8.177  10.715
C  5.787  6.937  10.422
N  4.965  6.484  11.455
C  4.869  7.430  12.317
C  4.185  5.190  11.348
H  4.521  11.017  11.141
H  4.795  11.801  12.608
H  3.507  10.686  12.506
H  5.465  9.470  13.760
H  6.621  10.215  12.565
H  6.719  8.930  10.258
H  6.184  6.330  9.512
H  4.244  7.418  13.220
H  4.294  4.737  10.356
H  3.166  5.427  11.633
H  4.577  4.467  12.133
C  16.537  4.362  7.682
C  15.671  4.875  8.851
N  14.939  5.989  8.266
C  13.731  5.774  7.636
C  13.373  6.884  7.018
N  14.318  7.792  7.348
C  15.266  7.200  8.120
C  14.420  9.160  6.764
H  15.940  3.817  6.994
H  17.460  3.775  7.997
H  16.901  5.285  7.246
H  16.294  5.398  9.622
H  15.016  4.209  9.400
H  13.293  4.811  7.723
H  12.650  7.173  6.249
H  16.104  7.654  8.500
H  14.071  9.940  7.488
H  13.795  9.206  5.869
H  15.449  9.443  6.592
C  7.182  28.052  3.960
C  6.320  28.638  5.071
C  7.117  28.437  6.351
N  6.409  28.724  7.632
C  5.962  30.156  7.774
C  7.255  28.498  8.802
C  6.619  27.406  9.815
C  5.161  27.415  9.345
C  5.109  27.754  7.865
H  8.251  28.154  4.026
H  6.833  28.413  3.003
H  6.952  26.961  3.942
H  5.372  28.148  5.166
H  6.082  29.717  5.037
H  7.912  29.200  6.239
H  7.487  27.404  6.436
H  6.721  30.875  8.039
H  5.213  30.224  8.575
H  5.374  30.310  6.832
H  7.312  29.458  9.313
H  8.266  28.388  8.424
H  6.704  27.860  10.816
H  6.929  26.356  9.726
H  4.563  28.146  9.976
H  4.652  26.536  9.543
H  4.257  28.282  7.401
H  5.392  26.816  7.460
C  5.302  26.176  14.223
C  4.026  26.247  13.609
C  2.918  27.008  13.510
N  12.316  22.531  20.097
C  12.286  22.234  21.571
C  11.183  21.877  19.464
C  11.354  22.083  17.828
C  12.548  22.706  17.910
C  13.171  22.841  19.147
H  14.617  24.105  10.954
H  6.111  26.745  14.795
H  5.443  25.087  14.364
H  4.126  25.277  13.020
H  13.369  15.886  10.006
H  2.548  27.823  14.238
H  2.225  26.784  12.631
H  12.627  21.152  21.753
H  11.452  22.630  21.983
H  12.996  23.023  21.746
H  11.232  20.771  19.380
H  10.157  22.123  19.781
H  10.558  22.722  17.506
H  13.301  28.467  20.987
H  8.895  8.905  8.828
H  12.952  23.319  16.927
H  14.253  23.062  19.146
H  4.340  24.321  21.562
C  13.842  8.397  19.570
C  14.207  6.919  19.692
O  13.572  5.946  19.896
N  15.730  6.781  19.460
H  15.941  5.878  19.103
H  16.108  7.488  18.700
C  16.495  6.926  20.707
H  14.348  9.017  20.307
H  12.727  8.514  19.650
H  14.078  8.841  18.577
H  17.573  7.047  20.553
H  16.441  5.937  21.241
H  16.119  7.778  21.293
C  8.651  18.607  16.921
C  7.308  19.166  16.988
O  6.410  18.985  17.755
N  6.907  20.181  15.735
H  6.979  21.190  15.904
H  7.522  19.979  15.044
C  5.484  19.812  15.230
H  8.858  18.126  15.937
H  8.869  17.846  17.685
H  9.445  19.372  17.005
H  4.835  19.634  16.057
H  5.412  18.913  14.626
H  5.088  20.757  14.671
C  3.450  21.181  4.646
C  3.541  22.468  5.209
O  3.528  22.766  6.332
N  3.283  23.645  4.179
H  3.236  23.483  3.169
H  10.845  9.637  12.093
C  3.127  24.889  4.637
H  3.325  20.312  5.263
H  4.450  20.929  4.332
H  3.051  20.891  3.671
H  3.076  24.996  5.680
H  10.063  25.889  8.452
H  3.078  25.707  3.903
C  10.228  12.308  10.274
C  10.020  11.160  11.217
O  11.113  10.491  11.674
O  8.920  10.871  11.536
H  11.273  12.642  10.099
H  9.675  13.154  10.477
H  9.819  12.011  9.269

Force components x, y, z for each atom (eV/Å):
0.0 1.0 1.4
0.2 -1.2 -1.6
-0.9 -0.9 0.2
0.8 2.8 1.2
0.6 -2.4 -2.3
0.2 -2.6 -2.9
-0.9 2.2 2.7
1.1 -0.2 2.0
0.4 -0.5 -0.8
0.1 -0.1 0.1
0.2 -0.7 0.1
0.0 0.7 -0.3
-0.6 -0.1 0.3
0.5 -0.1 -0.7
-1.2 1.0 2.0
0.4 -0.2 -0.6
-0.1 0.5 0.3
-0.2 -0.1 -0.4
-0.4 0.9 -1.1
1.5 -0.2 1.8
2.1 1.3 0.8
-2.9 -3.3 0.7
0.2 -2.1 0.5
-0.8 1.5 -1.4
1.9 2.0 -0.1
-1.4 2.7 -1.8
-0.7 0.6 1.3
-0.3 -0.5 -0.7
-1.4 0.5 -0.3
0.3 -0.1 -0.5
-0.1 -0.9 -0.5
-0.2 -0.2 -0.4
-0.4 -0.5 -0.3
-0.1 -0.5 0.8
1.8 1.0 0.7
-0.1 -0.9 -0.5
0.4 0.0 0.1
0.2 -0.4 -0.5
-1.6 -1.1 -0.6
0.6 0.8 1.2
0.2 0.5 -0.3
-2.3 -0.2 1.0
-2.7 -0.6 -1.6
1.3 -0.9 1.9
-0.1 1.3 -1.8
-1.1 3.8 1.4
1.9 1.6 0.4
0.3 0.4 0.3
0.2 0.2 -0.3
0.4 0.5 0.0
-0.7 -0.5 -0.3
0.3 -0.5 -0.7
0.1 -0.8 0.6
0.2 0.5 0.0
0.6 -0.1 -0.7
0.3 -0.3 0.0
0.8 0.8 0.9
-0.1 -0.3 0.4
0.2 -0.9 0.3
0.1 -0.8 -0.3
0.9 0.7 0.1
0.7 -0.4 -0.8
-0.8 -2.1 0.1
0.3 -0.6 0.5
0.1 -0.6 -1.5
0.2 -1.0 1.9
2.3 -1.3 -0.4
-2.1 1.4 -0.4
-2.0 -2.9 -0.8
5.2 -0.2 -2.4
-1.7 -1.0 -4.2
0.3 2.4 5.9
0.9 2.0 -6.5
1.2 -0.4 1.3
-0.2 0.1 -0.1
-1.9 0.1 -1.1
0.9 0.7 -0.2
-1.4 1.2 0.0
-0.1 -0.1 0.0
1.1 -1.4 -1.3
0.8 0.3 1.6
-0.7 1.9 0.0
-3.2 0.3 1.0
1.2 -0.4 1.9
0.5 0.2 1.5
0.7 0.3 0.3
-0.8 -0.7 -1.8
0.0 -0.1 0.0
0.0 0.1 0.1
-0.6 -1.7 2.8
-0.8 0.4 1.1
0.0 0.0 -0.1
-1.6 -0.2 -0.6
-0.5 1.0 -0.5
0.7 0.8 -0.1
1.2 2.1 -2.0
-0.1 -1.3 -0.6
-1.2 -1.5 1.9
0.9 -0.9 1.9
0.0 -0.1 0.2
1.1 -0.2 0.3
0.2 -0.7 0.5
-0.3 0.3 -0.5
-0.4 1.2 -0.2
0.1 -0.5 -0.1
1.9 -0.5 -0.8
-3.0 0.4 1.7
2.0 0.4 -1.6
-3.0 -1.0 2.2
-0.2 -0.3 0.5
2.5 -0.7 -3.0
-0.4 2.7 -0.9
-0.4 0.3 0.5
-0.6 0.4 -0.1
-0.5 0.0 0.0
-0.1 0.2 0.9
0.8 0.1 -0.3
0.7 -1.9 0.8
1.6 -3.2 -2.4
-2.8 1.1 -0.8
0.8 1.0 1.6
0.1 3.0 1.4
0.2 0.0 0.2
-0.1 1.1 -0.4
0.5 -3.5 -3.2
-0.7 0.3 1.2
1.4 0.1 -0.1
-1.0 1.2 0.1
0.1 0.3 1.3
0.0 0.0 0.1
-0.3 -0.4 0.5
2.3 -1.4 -2.2
1.1 0.6 -0.3
0.0 -0.3 -0.3
-2.0 -1.0 0.9
-0.5 -0.5 0.3
-1.4 1.6 1.2
0.5 -0.2 0.9

Computed properties:
Frontier orbital gap in eV: 0.9
Electronic energy in a.u.: -2402.39478
Net charge: +6

Mulliken population analysis, charges in e, atoms 1 to 6:
1 C -1.062
2 C -0.313
3 N 0.112
4 C -0.508
5 C -0.271
6 N 0.161